The following is a DFT calculation (wB97M-V/def2-TZVPD) of a single F2H2O2Si molecule in a non-equilibrium geometry.

Its HOMO energy is -13.016 eV. Its HOMO-LUMO gap is 13.20 eV. As for the LUMO energy: 0.188 eV. As for the net charge: 0. The calculation puts the energy above the lowest of the compared OMol25 structures with the same formula, charge and spin at 1.0111 eV. Its energy is -17445.7331 eV.

The geometry in XYZ format:
```
7
Properties=species:S:1:pos:R:3:forces:R:3
O 0.607 1.132 -1.138 -0.091 -0.391 0.942
O -0.054 -0.323 1.142 -1.311 0.056 1.186
F 1.388 -1.537 -0.758 -0.839 3.798 1.905
F 2.348 0.665 0.635 -0.212 -0.160 0.207
Si 0.987 0.110 0.066 2.996 -2.814 -4.083
H 0.100 0.702 -1.823 -0.339 -0.018 -0.514
H 0.162 -1.177 1.514 -0.204 -0.470 0.356
```
Forces are in eV/Å.